# 1
5 unconnected molecules or ions with the total composition C38H43Br2F12I3NO23PS7. Source: the OMol25 dataset; level of theory: ωB97M-V/def2-TZVPD.

Geometry as ORCA input:
```
! RIJCOSX wB97M-V def2-TZVPD def2/J DEFGRID3
* xyz 0 1
C 3.06 -1.08 3.49
C 1.89 -1.23 2.30
Br 1.65 0.52 1.35
C 2.12 -2.53 1.32
Br 3.70 -3.66 1.95
C 2.16 -2.20 -0.28
C 3.42 -1.40 -1.04
C 4.75 -0.84 -0.19
P 4.88 1.10 -0.27
O 5.03 1.72 1.20
O 6.40 1.52 -1.09
O 3.58 1.84 -1.17
C 3.46 -1.11 -2.67
S 4.87 -0.27 -3.59
C 2.16 -1.58 -3.55
C 0.92 -2.32 -2.79
C 0.84 -2.69 -1.18
N -0.38 -3.37 -0.65
C -0.37 -4.86 -0.64
I 1.63 -5.80 -0.44
C -1.09 -5.64 -1.87
C -0.04 -6.15 -3.06
I -1.88 -7.54 -0.99
C -1.68 -2.72 -1.03
C -2.82 -2.39 0.12
C -2.43 -2.78 1.67
C -2.17 -1.38 2.51
O -1.63 -0.31 1.92
I -2.79 -1.42 4.65
C -4.28 -1.72 -0.34
C -5.34 -1.40 0.87
C -5.61 0.24 1.08
O -4.34 0.97 0.96
C -4.63 -1.35 -1.94
S -6.28 -0.53 -2.45
O -7.45 -0.86 -1.49
O -6.75 -0.93 -3.87
C -6.16 1.37 -2.45
F -6.37 1.95 -3.83
F -4.89 1.85 -1.84
F -7.26 1.99 -1.62
C -3.46 -1.70 -3.08
C -3.66 -1.36 -4.67
C -3.85 0.25 -4.88
C -2.84 0.94 -5.98
F -3.58 2.14 -6.52
F -2.59 0.08 -7.19
C -1.38 1.39 -5.40
F -0.71 2.15 -6.51
F -0.47 0.24 -5.09
C -1.43 2.36 -4.08
F -2.69 3.11 -3.89
F -1.21 1.49 -2.89
C -0.22 3.51 -4.06
F -0.52 4.69 -4.91
F 1.13 2.95 -4.36
F -0.15 4.03 -2.65
C -2.03 -2.36 -2.62
S -0.61 -2.79 -3.83
H 2.79 -0.11 4.12
H 4.14 -0.96 3.05
H 2.94 -1.98 4.25
H 0.88 -1.41 2.91
H 1.18 -3.24 1.50
H 5.76 -1.28 -0.59
H 4.69 -1.09 0.95
H 7.01 0.71 -1.11
H 3.91 2.16 -2.07
H 4.30 0.22 -4.79
H 2.16 -1.35 -4.70
H -0.95 -5.20 0.35
H -2.03 -5.13 -2.35
H 0.40 -7.22 -2.86
H -0.73 -6.27 -4.03
H 0.77 -5.35 -3.35
H -1.58 -3.57 1.77
H -3.40 -3.28 2.14
H -5.02 -1.80 1.92
H -6.34 -1.98 0.59
H -6.48 0.65 0.41
H -5.97 0.34 2.20
H -4.43 1.87 1.42
H -2.80 -1.71 -5.37
H -4.65 -1.91 -5.07
H -3.70 0.75 -3.82
H -4.96 0.41 -5.31
C -1.19 3.21 -10.20
C -0.36 1.94 -10.11
O -0.03 1.60 -11.45
S 0.12 2.98 -12.32
O 1.52 3.32 -12.39
O -0.73 2.88 -13.48
O -0.59 3.98 -11.25
H -2.22 2.99 -10.49
H -1.19 3.78 -9.26
H -0.90 1.12 -9.63
H 0.58 2.11 -9.56
C 0.92 -0.85 8.89
C 1.82 0.01 8.02
O 2.82 -0.88 7.52
S 2.15 -2.36 7.33
O 1.77 -2.51 5.95
O 2.98 -3.32 8.03
O 0.81 -2.10 8.21
H 1.37 -1.03 9.87
H -0.07 -0.40 9.03
H 2.29 0.83 8.58
H 1.27 0.42 7.17
C -0.80 4.75 9.66
C -1.01 4.65 8.15
O 0.03 3.79 7.68
S 0.37 2.70 8.84
O -0.34 1.48 8.54
O 1.80 2.74 9.09
O -0.39 3.45 10.07
H 0.01 5.45 9.89
H -1.71 5.05 10.18
H -0.96 5.62 7.65
H -1.97 4.17 7.92
C 6.31 2.99 5.37
C 6.70 1.54 5.60
O 5.52 0.78 5.35
S 4.65 1.53 4.19
O 4.95 0.91 2.92
O 3.30 1.71 4.68
O 5.42 2.97 4.25
H 5.76 3.39 6.23
H 7.17 3.63 5.16
H 7.06 1.36 6.62
H 7.47 1.22 4.89
*
```

Computed properties:
HOMO-LUMO gap, eV: 6.6
HOMO energy, eV: -8.50
Max |F|, eV/A: 10.1
LUMO, eV: -1.94
Energy above the lowest of the compared OMol25 structures with the same formula, charge and spin, kJ/mol: 3141.8
Structure (SMILES): C[C@@H](Br)[C@H](Br)c1c(CP(=O)(O)O)c(S)cc2c1N([C@H](I)[C@@H](C)I)c1c(CC(=O)I)c(CCO)c(S(=O)(=O)C(F)(F)F)c(CCC(F)(F)C(F)(F)C(F)(F)C(F)(F)F)c1S2.O=S1(=O)OCCO1.O=S1(=O)OCCO1.O=S1(=O)OCCO1.O=S1(=O)OCCO1



# 2
A molecular structure, C38H43BrN4O6S2Sr. Source: the OMol25 dataset; level of theory: ωB97M-V/def2-TZVPD.

Geometry as ORCA input:
```
! RIJCOSX wB97M-V def2-TZVPD def2/J DEFGRID3
* xyz -2 1
Sr -0.23 0.37 -0.31
C 2.25 -0.87 3.93
C 1.62 -1.58 2.72
C 0.81 -2.79 3.16
C 2.69 -1.88 1.69
C 3.38 -3.09 1.68
C 4.39 -3.33 0.77
C 4.72 -2.36 -0.16
C 4.06 -1.13 -0.19
C 4.43 -0.11 -1.25
C 4.26 -0.66 -2.66
C 5.85 0.41 -1.03
C 3.04 -0.89 0.75
N 2.27 0.28 0.71
C 2.80 1.42 1.00
C 2.17 2.69 0.84
C 2.76 3.92 1.17
C 1.81 4.89 0.87
C 0.69 4.20 0.36
N 0.91 2.88 0.33
C -0.63 4.82 -0.04
C -1.64 3.76 -0.47
C -0.41 5.80 -1.20
C -1.21 5.58 1.17
H 1.47 -0.60 4.64
H 2.77 0.03 3.63
H 2.97 -1.53 4.43
H 0.92 -0.86 2.28
H 1.42 -3.52 3.70
H 0.35 -3.28 2.30
H 0.01 -2.46 3.83
H 3.11 -3.85 2.40
H 4.91 -4.28 0.76
H 5.50 -2.55 -0.89
H 3.75 0.74 -1.15
H 4.86 -1.57 -2.81
H 4.57 0.08 -3.40
H 3.21 -0.91 -2.83
H 6.58 -0.40 -1.14
H 5.97 0.83 -0.03
H 6.09 1.19 -1.76
H 3.83 1.46 1.38
H 3.74 4.06 1.60
H 1.90 5.96 1.02
H -1.29 3.22 -1.35
H -2.59 4.23 -0.72
H -1.82 3.04 0.34
H -0.02 5.28 -2.07
H 0.31 6.57 -0.92
H -1.35 6.29 -1.47
H -1.36 4.89 2.00
H -2.16 6.04 0.90
H -0.52 6.37 1.50
Br 3.49 -7.76 -1.75
C 2.61 -6.07 -1.58
C 2.95 -5.04 -2.44
C 2.31 -3.82 -2.30
C 1.36 -3.63 -1.32
C 1.03 -4.68 -0.47
C 1.65 -5.91 -0.59
C 0.71 -2.27 -1.12
O 1.02 -1.35 -1.91
O -0.06 -2.15 -0.14
H 3.71 -5.20 -3.20
H 2.56 -2.99 -2.95
H 0.29 -4.50 0.30
H 1.41 -6.73 0.07
C -4.96 -2.03 0.43
S -3.43 -2.98 0.34
C -4.16 -4.61 0.08
H -5.50 -2.06 -0.51
H -4.66 -1.01 0.64
H -5.60 -2.40 1.24
H -4.79 -4.90 0.93
H -3.34 -5.32 -0.01
H -4.76 -4.64 -0.84
O -2.14 0.89 -2.05
C -2.98 0.84 -1.11
O -2.78 0.32 0.01
C -4.32 1.51 -1.33
C -4.74 1.84 -2.61
C -5.97 2.45 -2.81
C -6.76 2.73 -1.71
C -6.35 2.42 -0.42
C -5.13 1.80 -0.24
N -8.06 3.37 -1.92
O -8.38 3.66 -3.05
O -8.73 3.64 -0.94
H -4.08 1.62 -3.44
H -6.32 2.71 -3.80
H -7.00 2.67 0.41
H -4.77 1.55 0.75
S -0.91 1.38 2.66
C -1.12 0.30 3.91
N -1.27 -0.44 4.79
*
```

Computed properties:
HOMO-LUMO gap, eV: 5.4
HOMO energy, eV: -2.38
Max |F|, eV/A: 0.5
LUMO, eV: 3.06
Energy above the lowest of the compared OMol25 structures with the same formula, charge and spin, kJ/mol: 0.0



# 3
A molecular structure, C38H43CeClN2O3Si. Source: the OMol25 dataset; level of theory: ωB97M-V/def2-TZVPD.

Geometry as ORCA input:
```
! RIJCOSX wB97M-V def2-TZVPD def2/J DEFGRID3
* xyz -1 2
Ce -0.92 0.01 -0.94
Cl -1.82 0.20 1.35
N -0.90 2.41 -1.49
N -0.97 -2.40 -1.45
C -1.28 3.12 -2.54
C -1.34 -3.11 -2.51
C 0.11 3.18 -0.72
C 0.50 4.28 -1.69
C 1.36 2.45 -0.29
C -0.66 3.55 0.51
H 1.91 2.06 -1.15
H 1.08 1.59 0.34
H 2.10 3.05 0.27
H -1.57 4.06 0.22
H -0.08 4.14 1.24
H -0.98 2.61 0.98
C 0.01 -3.18 -0.65
C 0.40 -4.31 -1.59
C -0.81 -3.53 0.57
C 1.25 -2.48 -0.18
H 1.81 -2.05 -1.01
H 2.00 -3.13 0.31
H 1.00 -1.67 0.52
H -1.72 -4.03 0.25
H -1.13 -2.57 1.00
H -0.26 -4.13 1.31
O -0.65 -4.24 -2.66
H 0.46 -5.31 -1.14
H 1.35 -4.09 -2.09
O -0.58 4.22 -2.74
H 1.44 4.02 -2.20
H 0.61 5.28 -1.24
C -2.38 2.59 -3.42
C -2.39 -2.59 -3.43
C -2.32 -1.21 -4.16
H -3.28 -2.51 -2.80
H -2.57 -3.43 -4.11
C -2.32 0.00 -3.37
C -2.31 1.22 -4.15
H -2.58 0.01 -1.83
C -2.43 1.21 -5.58
C -2.49 0.01 -6.31
C -2.63 2.51 -6.35
C -2.44 -1.19 -5.58
H -2.69 0.02 -7.42
C -2.64 -2.48 -6.37
H -2.73 -2.30 -7.46
H -3.57 -2.99 -6.05
H -1.83 -3.20 -6.20
H -3.57 3.02 -6.03
H -2.72 2.34 -7.44
H -1.82 3.23 -6.18
H -2.59 3.44 -4.08
H -3.24 2.51 -2.75
O 0.92 -0.03 -0.89
Si 1.44 -0.02 2.64
C 2.76 -1.21 3.04
C 2.71 -2.61 2.86
C 3.55 -3.43 3.61
C 4.50 -2.84 4.46
C 4.61 -1.45 4.58
C 3.76 -0.64 3.84
C 1.84 1.76 2.85
C 3.14 2.31 2.67
C 3.42 3.59 3.13
C 2.39 4.41 3.61
C 1.07 3.96 3.58
C 0.79 2.67 3.13
C 0.05 -0.64 3.66
C -0.40 -1.97 3.54
C -1.39 -2.46 4.38
C -1.90 -1.57 5.35
C -1.46 -0.24 5.51
C -0.46 0.22 4.65
H 1.94 -3.02 2.23
H 3.44 -4.52 3.53
H 5.16 -3.47 5.03
H 5.33 -0.97 5.24
H 3.75 0.43 3.93
H 3.92 1.68 2.25
H 4.45 3.93 3.14
H 2.61 5.39 4.01
H 0.23 4.57 3.93
H -0.23 2.32 3.03
H 0.08 -2.57 2.76
H -1.70 -3.53 4.23
H -2.65 -1.96 6.01
H -1.86 0.45 6.27
H -0.02 1.20 4.71
*
```

Computed properties:
HOMO-LUMO gap (alpha / beta), eV: 3.1 / 3.1
HOMO energy (alpha / beta), eV: -1.24 / -1.24
Max |F|, eV/A: 5.4
LUMO (alpha / beta), eV: 1.82 / 1.83



# 4
7 unconnected molecules or ions with the total composition C38H43N6O4. Source: the OMol25 dataset; level of theory: ωB97M-V/def2-TZVPD.

Geometry as ORCA input:
```
! RIJCOSX wB97M-V def2-TZVPD def2/J DEFGRID3
* xyz 1 1
C 33.31 21.48 42.56
C 32.35 22.56 42.05
N 32.07 22.56 40.57
C 31.61 21.53 39.86
C 31.69 21.91 38.46
N 32.06 23.22 38.48
C 32.38 23.61 39.76
C 32.32 24.05 37.34
H 33.37 21.85 43.55
H 34.44 21.61 42.26
H 33.22 20.37 42.28
H 32.40 23.49 42.63
H 31.44 22.36 42.52
H 31.27 20.64 40.43
H 31.35 21.50 37.62
H 32.75 24.50 40.03
H 32.81 24.99 37.58
H 31.38 24.39 36.66
H 32.93 23.71 36.41
N 34.09 20.56 33.11
C 34.57 20.84 31.84
C 35.06 22.16 31.45
C 35.25 23.11 32.51
C 34.76 22.91 33.78
C 34.27 21.56 33.98
H 34.20 20.10 31.04
H 35.64 22.58 30.57
H 35.77 24.14 32.33
H 34.68 23.65 34.44
H 34.11 21.39 35.04
N 30.70 23.42 33.17
C 30.00 24.21 34.12
C 30.34 25.48 34.34
C 31.59 26.06 33.82
C 32.29 25.20 33.01
C 31.83 23.88 32.63
H 29.28 23.36 34.50
H 29.74 26.06 34.80
H 31.87 26.90 34.13
H 33.30 25.59 32.76
H 32.12 23.21 31.73
N 36.86 20.12 47.01
C 36.74 20.65 45.70
C 35.96 19.99 44.76
C 35.01 19.17 45.30
C 34.98 18.86 46.63
C 36.02 19.26 47.52
H 37.58 21.08 45.29
H 35.96 20.35 43.74
H 34.21 18.75 44.70
H 34.34 17.96 46.95
H 36.08 18.79 48.44
N 31.19 18.38 45.85
C 31.02 17.57 44.78
C 30.35 17.94 43.60
C 29.93 19.29 43.50
C 29.90 19.98 44.72
C 30.60 19.56 45.78
H 31.48 16.50 44.80
H 30.36 17.14 42.84
H 29.43 19.68 42.46
H 29.48 21.05 44.81
H 30.67 20.20 46.72
C 28.70 27.07 40.86
C 30.12 26.67 41.09
C 31.04 27.13 40.09
C 30.52 27.85 38.95
C 29.16 27.96 38.74
C 28.21 27.67 39.75
O 26.93 27.82 39.56
O 32.36 26.95 40.06
H 28.03 26.78 41.64
H 30.42 26.09 41.93
H 30.94 28.42 38.18
H 29.09 28.30 37.71
H 26.65 28.20 38.87
H 32.85 27.32 39.24
C 35.72 24.76 41.14
C 35.39 25.19 39.89
C 35.80 24.34 38.74
C 36.42 23.20 39.02
C 36.68 22.73 40.29
C 36.40 23.53 41.40
O 36.66 23.11 42.64
O 35.57 24.71 37.39
H 35.64 25.55 41.94
H 35.06 26.22 39.72
H 36.53 22.64 38.05
H 36.93 21.76 40.55
H 37.41 23.54 43.06
H 35.34 25.66 37.22
*
```

Computed properties:
HOMO-LUMO gap, eV: 8.1
HOMO energy, eV: -10.53
Max |F|, eV/A: 10.8
LUMO, eV: -2.48
Energy above the lowest of the compared OMol25 structures with the same formula, charge and spin, kJ/mol: 0.0